Here is a molecular structure, C42H26Br4ClN6O2PRe at a distorted geometry from the Open Molecules 2025 dataset. Energies are from wB97M-V/def2-TZVPD.

Summary:
Spin multiplicity: 2
Total charge: +2
Calculated total energy (Eh): -13270.51768
Highest occupied orbital energy (alpha / beta) (eV): -13.176 / -13.303
Largest force on an atom (eV/A): 3.3

Last column: Löwdin spin population.
Cartesian coordinates (Å):
Re1 0.882 0.159 0.807  0.76
C1 0.106 1.566 -4.013  0.00
C2 0.795 1.132 -2.877  0.00
N1 0.263 1.276 -1.686  0.04
C3 -0.951 1.808 -1.571  0.00
C4 -1.703 2.048 -2.733  0.00
N2 -1.148 1.951 -3.917  0.00
C5 -1.357 2.187 -0.220  0.00
C6 -2.388 3.097 -0.023  0.00
C7 -2.675 3.559 1.260  0.00
C8 -1.810 3.171 2.280  0.00
C9 -0.773 2.286 2.014  0.00
N3 -0.601 1.720 0.794  0.00
C10 0.262 1.986 2.996  0.01
C11 0.261 2.417 4.328  0.00
N4 1.283 2.214 5.127  0.01
C12 2.330 1.569 4.645  0.00
C13 2.334 1.065 3.347  0.01
N5 1.308 1.267 2.530  0.01
C14 -3.831 4.421 1.530  0.00
C15 -4.597 4.203 2.676  0.00
C16 -5.702 5.012 2.896  0.00
N6 -6.030 5.970 2.062  0.00
C17 -5.326 6.202 0.980  0.00
C18 -4.208 5.442 0.657  0.00
H1 0.556 1.577 -4.993  0.00
H2 1.779 0.699 -2.934  0.00
H3 -2.752 2.309 -2.708  0.00
H4 -2.947 3.460 -0.870  0.00
H5 -1.916 3.600 3.261  0.00
H6 -0.589 2.913 4.772  0.00
H7 3.166 1.423 5.315  0.00
H8 3.164 0.475 2.988  0.00
H9 -4.357 3.407 3.364  0.00
H10 -6.335 4.883 3.762  0.00
H11 -5.661 7.013 0.349  0.00
H12 -3.635 5.667 -0.229  0.00
Br1 7.590 -2.007 0.961  0.02
C19 6.012 -1.051 0.597  0.04
C20 6.051 0.084 -0.228  -0.03
Br2 7.689 0.708 -0.906  -0.01
C21 4.867 0.743 -0.556  0.03
Br3 4.838 2.200 -1.743  0.01
C22 3.639 0.345 -0.007  0.00
O1 2.526 0.946 -0.234  0.12
C23 3.604 -0.824 0.838  0.02
O2 2.452 -1.174 1.287  -0.06
C24 4.798 -1.499 1.118  -0.03
Br4 4.671 -3.030 2.206  -0.01
Cl1 -0.498 -0.976 2.351  0.03
C25 -1.274 -2.352 1.667  0.00
C26 -2.170 -3.061 2.448  0.00
C27 -2.868 -4.108 1.867  0.00
C28 -2.663 -4.428 0.532  0.00
C29 -1.728 -3.736 -0.220  0.00
C30 -1.007 -2.683 0.343  0.00
P1 0.210 -1.722 -0.629  0.01
C31 1.654 -2.794 -0.873  0.00
C32 1.793 -4.060 -0.319  0.00
C33 2.936 -4.800 -0.580  0.00
C34 3.944 -4.278 -1.374  0.00
C35 3.820 -3.001 -1.903  0.00
C36 2.680 -2.261 -1.657  0.00
C37 -0.616 -1.735 -2.248  0.00
C38 -0.090 -2.443 -3.324  0.00
C39 -0.824 -2.563 -4.491  0.00
C40 -2.074 -1.975 -4.594  0.00
C41 -2.595 -1.259 -3.527  0.00
C42 -1.874 -1.144 -2.354  0.00
H13 -2.326 -2.793 3.482  0.00
H14 -3.579 -4.660 2.462  0.00
H15 -3.238 -5.221 0.078  0.00
H16 -1.563 -3.998 -1.255  0.00
H17 1.026 -4.472 0.319  0.00
H18 3.041 -5.787 -0.156  0.00
H19 4.827 -4.860 -1.584  0.00
H20 4.601 -2.584 -2.518  0.00
H21 2.573 -1.265 -2.067  0.00
H22 0.872 -2.926 -3.245  0.00
H23 -0.422 -3.135 -5.313  0.00
H24 -2.645 -2.084 -5.501  0.00
H25 -3.573 -0.811 -3.610  0.00
H26 -2.287 -0.616 -1.505  0.00